{
  "formula": "C5H11FO",
  "method": "wB97M-V/def2-TZVPD",
  "fmax_ev_per_a": 3.2,
  "gap_ev": 10.84,
  "smiles": "CCOC(C)(C)F",
  "species": ["C", "C", "O", "C", "C", "C", "F", "H", "H", "H", "H", "H", "H", "H", "H", "H", "H", "H"],
  "coordinates": [[0.4800, -1.8103, 2.0249], [0.0279, -0.4220, 1.4621], [0.0848, -0.5191, -0.0512], [0.2128, 0.6862, -0.8282], [0.3975, 0.1674, -2.2917], [-1.0603, 1.5345, -0.5529], [1.3389, 1.3128, -0.4086], [0.0760, -2.6478, 1.4861], [1.5377, -1.8459, 2.0451], [-0.0548, -1.9056, 3.0337], [0.6456, 0.5150, 1.6751], [-1.0553, -0.3753, 1.4438], [0.1316, -0.9000, -2.1664], [-0.2621, 0.7035, -2.9785], [1.5114, 0.3415, -2.5188], [-1.9007, 0.9007, -0.6898], [-1.0242, 2.4587, -1.1936], [-1.0870, 1.8056, 0.5088]],
  "atomic_forces_ev_per_a": [[-2.1, 1.9, 1.3], [0.2, -0.4, -3.1], [1.2, 0.0, 0.0], [-1.9, -1.9, 0.5], [1.1, 0.5, 1.5], [2.1, 1.1, -0.2], [0.7, 1.0, 0.2], [-0.1, 0.0, -0.8], [1.0, -0.3, 0.4], [1.4, 0.2, -1.0], [-1.1, -1.5, 0.6], [-0.2, 0.7, 1.7], [0.3, 0.6, -0.8], [0.2, -0.2, 0.0], [-1.8, -0.5, 0.0], [-0.8, -0.3, -0.7], [-0.4, -0.9, 0.6], [0.2, 0.2, -0.2]]
}